Entry 1:
Formula: C45H110N2O11
Source: OMol25
Level of theory: the ωB97M-V functional and the def2-TZVPD basis

Output
E_HOMO: -8.4 eV
ΔE to the lowest compared entry with this formula, charge and spin: 45.34 kcal per mole
Structure (SMILES): CC1(C)CCCC(C)(C)N1O.CC1(C)CCCC(C)(C)N1O.CC(C)O.CC(C)O.CC(C)O.CC(C)O.CC(C)O.CC(C)O.CC(C)O.CC(C)O.CC(C)O
DFT total energy: -2717.5206 Eh

Atoms and positions in Å:
C -3.098941 -7.972133 0.270149
C -3.394744 -6.598470 0.765236
C -4.549994 -6.000332 -0.093601
C -3.656297 -6.647963 2.271050
C -3.829514 -5.246365 2.905488
C -2.546363 -4.472010 2.724824
C -2.044007 -4.366667 1.286868
C -2.858635 -3.349487 0.433538
C -0.591479 -3.945395 1.329703
N -2.115965 -5.794464 0.718687
O -1.540924 -5.699830 -0.659214
H -3.920801 -8.673067 0.438372
H -2.165302 -8.378709 0.762740
H -2.943734 -7.907360 -0.821010
H -4.209536 -5.936449 -1.115771
H -4.968969 -5.028282 0.198761
H -5.323674 -6.693179 -0.017903
H -4.536215 -7.150838 2.438464
H -2.806248 -7.219140 2.716602
H -4.045321 -5.352498 3.955645
H -4.745610 -4.782085 2.452797
H -1.725425 -4.999781 3.284982
H -2.582810 -3.399142 2.997292
H -3.938087 -3.534189 0.436940
H -2.599680 -2.318039 0.713399
H -2.416738 -3.454570 -0.557545
H -0.464207 -3.120736 1.962177
H 0.137062 -4.688557 1.777286
H -0.129668 -3.875229 0.334401
H -0.924912 -6.372812 -0.577524
C -0.704332 0.916673 -6.336391
C 0.359209 1.622412 -5.549930
C -0.432231 2.703334 -4.814743
C 1.066945 0.649695 -4.597539
C 2.210053 1.379589 -3.826838
C 3.237228 1.892298 -4.855331
C 2.606638 2.750249 -5.953538
C 2.312124 4.164274 -5.374082
C 3.454642 2.923875 -7.221306
N 1.364368 2.143523 -6.481335
O 0.764750 3.180004 -7.214104
H -1.126118 1.627267 -7.107793
H -0.244826 0.028283 -6.803209
H -1.505804 0.481745 -5.781520
H -0.892886 3.403697 -5.493404
H -1.283978 2.268208 -4.344352
H 0.092924 3.208306 -4.035576
H 0.276422 0.291590 -3.974295
H 1.398796 -0.192089 -5.204719
H 1.822238 2.243353 -3.253537
H 2.636369 0.681000 -3.091383
H 3.677666 1.035533 -5.358530
H 4.065197 2.417829 -4.343935
H 3.302498 4.614171 -5.210303
H 1.937472 4.016811 -4.362394
H 1.728579 4.916519 -5.965530
H 3.478000 1.973493 -7.867714
H 4.526171 3.087442 -7.016211
H 3.039685 3.596479 -7.881005
H 0.628732 2.832867 -8.124983
C 0.260327 -1.833562 6.919441
C 0.208435 -1.437108 5.439592
C -1.224498 -1.497698 4.746468
O 0.771402 -0.114933 5.446473
H 1.320982 -1.914363 7.225274
H -0.144405 -2.841069 7.092311
H -0.414594 -1.134506 7.480284
H 0.912262 -2.093835 4.869796
H -1.839867 -0.652290 4.921610
H -1.864709 -2.357116 4.924805
H -1.149051 -1.355705 3.633820
H 1.099499 0.065835 4.545583
C -0.708443 5.051093 -0.398785
C 0.390656 5.509778 0.528007
C -0.129382 6.678275 1.464463
O 0.920856 4.505017 1.308743
H -1.382580 4.380136 0.145433
H -0.343174 4.515966 -1.249770
H -1.313136 5.826155 -0.807322
H 1.172552 5.924194 -0.118119
H 0.530305 6.844202 2.322886
H -1.155212 6.508839 1.834214
H -0.240095 7.604115 0.821915
H 0.186650 4.074351 1.815055
C -4.205335 0.089813 -1.817661
C -3.588529 -1.116972 -2.503592
C -4.407931 -1.631452 -3.666963
O -2.257015 -0.830636 -2.935144
H -3.934719 0.324047 -0.779145
H -5.328556 0.109794 -1.855364
H -3.846020 0.926749 -2.390715
H -3.623626 -1.983352 -1.823539
H -5.342058 -2.031225 -3.220214
H -4.070848 -2.436944 -4.327522
H -4.687005 -0.864001 -4.400881
H -1.671128 -1.550500 -2.768539
C 2.407986 3.096849 6.041971
C 2.671428 3.745047 4.715140
C 3.817600 4.763982 4.597606
O 2.931710 2.709533 3.783810
H 2.190797 3.967425 6.719892
H 3.250910 2.514320 6.357432
H 1.529511 2.518929 6.120856
H 1.713314 4.207898 4.370708
H 4.014185 5.137851 3.597220
H 4.715444 4.391990 5.026115
H 3.513485 5.599709 5.230965
H 3.295897 3.098134 2.940102
C 4.554651 -0.523652 3.093614
C 3.230262 -0.656964 2.366146
C 2.702123 -2.093354 2.447449
O 2.233726 0.192492 2.985087
H 4.732217 0.492998 3.323481
H 5.315800 -0.910394 2.328094
H 4.511997 -1.226574 3.971805
H 3.328018 -0.326519 1.354595
H 2.700023 -2.288809 3.509890
H 3.411466 -2.692236 1.877219
H 1.686956 -2.201903 2.083121
H 2.626799 1.037772 3.366121
C -3.131539 2.416027 3.470806
C -1.799097 3.189781 3.807730
C -1.189779 2.662526 5.089975
O -0.883148 3.014520 2.670213
H -2.787517 1.402091 3.208627
H -3.753431 2.884851 2.680435
H -3.787822 2.398818 4.366018
H -1.966156 4.256799 3.743626
H -1.157176 1.625013 4.929774
H -1.781731 2.875076 6.021735
H -0.224133 3.003012 5.344008
H -0.788110 2.058302 2.410055
C 0.535392 -0.645341 -0.519131
C -0.060194 0.494514 0.356315
C -1.510467 0.876448 0.046562
O -0.064628 0.274574 1.744617
H -0.147106 -1.493947 -0.506113
H 1.530833 -0.911256 -0.147671
H 0.520876 -0.324572 -1.565954
H 0.490173 1.421807 0.109246
H -1.579326 0.971818 -1.039184
H -1.641277 1.840211 0.555226
H -2.176173 0.069018 0.394790
H 0.786489 0.514285 2.245811
C -0.137224 -5.393962 -4.082565
C -0.500242 -3.902417 -4.039770
C -1.330224 -3.670339 -5.374502
O -1.304547 -3.643972 -2.927800
H -1.022490 -6.025935 -4.285787
H 0.401052 -5.652937 -3.171603
H 0.519648 -5.587109 -4.876384
H 0.348115 -3.255462 -3.943782
H -1.867014 -2.736302 -5.540829
H -1.964702 -4.497472 -5.433434
H -0.630876 -3.697074 -6.238553
H -1.298462 -4.394904 -2.284703
C 3.957197 3.758670 -1.005136
C 3.766264 3.184752 0.386867
C 5.104481 2.626523 0.836761
O 3.422552 4.160971 1.368970
H 4.095246 3.076511 -1.736096
H 4.856223 4.405633 -1.015784
H 3.038256 4.416466 -1.193939
H 3.014621 2.422234 0.376693
H 5.635826 1.962959 0.230737
H 4.978579 2.034125 1.763158
H 5.816259 3.426380 1.022057
H 2.418357 4.412098 1.229292

Atoms 1-2, force components in eV/Å:
1.26 -0.95 -0.62
0.43 2.42 0.19

These are the Löwdin partial charges, in e, on atoms 1 to 99: -0.056 -0.522 -0.010 -0.132 -0.160 -0.153 -0.484 -0.008 -0.052 -0.020 -0.048 0.092 0.110 0.086 0.084 0.064 0.060 0.087 0.137 0.102 0.122 0.140 0.108 0.066 0.085 0.058 0.043 0.111 0.082 0.055 -0.045 -0.536 -0.028 -0.107 -0.158 -0.129 -0.499 -0.029 -0.041 -0.092 -0.073 0.105 0.090 0.068 0.086 0.073 0.050 0.091 0.120 0.093 0.106 0.115 0.120 0.083 0.051 0.103 0.110 0.089 0.039 0.130 -0.067 -0.437 -0.032 -0.081 0.083 0.070 0.096 0.120 0.040 0.059 0.066 0.053 -0.040 -0.477 -0.035 -0.072 0.080 0.064 0.072 0.135 0.073 0.071 0.090 0.083 -0.052 -0.483 -0.067 -0.056 0.054 0.096 0.072 0.112 0.085 0.066 0.081 0.031 -0.041 -0.472 -0.028

***

Entry 2:
Formula: C4H11NO3
Source: OMol25
Level of theory: the ωB97M-V functional and the def2-TZVPD basis

Output
E_HOMO: -8.6 eV
ΔE to the lowest compared entry with this formula, charge and spin: 98.49 kcal per mole
Structure (SMILES): CC[NH2+][O-].CC(=O)O
DFT total energy: -439.3690 Eh

Atoms and positions in Å:
C 2.698227 -0.611519 -0.298805
C 1.763615 0.443141 0.142210
N 0.532647 0.468078 -0.636052
O -0.464226 1.363025 -0.442643
H 2.405143 -1.575514 0.130173
H 2.760391 -0.854561 -1.284996
H 3.664814 -0.374734 0.107955
H 1.555379 0.325914 1.117920
H 2.224683 1.400948 -0.068796
H 0.848395 0.592981 -1.582692
H 0.014774 -0.542441 -0.634084
C -2.201027 -0.033972 1.308634
C -2.147173 -0.463833 -0.164404
O -1.314946 -1.259045 -0.551729
O -2.889152 0.204095 -1.042666
H -2.993473 0.649455 1.484782
H -2.349460 -1.144556 1.706248
H -1.176683 0.280756 1.507802
H -2.931919 1.131784 -0.798854

Atoms 1-2, force components in eV/Å:
-0.10 -1.50 2.80
0.51 1.83 -2.90

Charges in e, computed with Löwdin, in the same order as the atoms: -0.072 -0.202 -0.180 -0.243 0.092 0.047 0.084 0.087 0.130 0.151 0.142 0.019 -0.576 0.030 0.105 0.066 0.136 0.069 0.115

***

Entry 3:
Formula: C3H11NOP
Source: OMol25
Level of theory: the ωB97M-V functional and the def2-TZVPD basis

Output
E_HOMO: -14.4 eV
ΔE to the lowest compared entry with this formula, charge and spin: 26.44 kcal per mole
Structure (SMILES): C[NH+]=P(C)(C)O
Total charge: +1
DFT total energy: -592.0060 Eh

Atoms and positions in Å:
C -2.081484 -0.168547 0.026463
N -0.932874 -0.942218 0.335657
P 0.649732 -0.298951 0.091486
C 0.992637 0.745159 1.448351
C 0.750500 0.614347 -1.603359
O 1.718142 -1.492214 0.318091
H -2.801054 -0.623629 -0.670681
H -2.512841 0.377552 0.877049
H -1.724334 0.748663 -0.367633
H -1.002818 -1.810923 -0.085513
H 2.116268 0.897852 1.354450
H 0.775361 0.179014 2.284900
H 0.529418 1.690912 1.409596
H 0.563206 -0.102110 -2.307022
H 1.768967 1.121317 -1.528622
H -0.074371 1.363478 -1.499647
H 1.265546 -2.299702 -0.083558

Atoms 1-2, force components in eV/Å:
-0.97 2.38 0.19
2.98 0.52 0.62

Charges in e, computed with Löwdin, in the same order as the atoms: -0.139 -0.177 0.808 -0.126 -0.082 -0.137 0.118 0.102 0.037 0.064 0.113 0.050 0.064 0.015 0.095 0.064 0.132

***

Entry 4:
Formula: C2H4BrN
Source: OMol25
Level of theory: the ωB97M-V functional and the def2-TZVPD basis

Output
E_HOMO (spin up / spin down): -8.9 / -8.9 eV
ΔE to the lowest compared entry with this formula, charge and spin: 102.23 kcal per mole
DFT total energy: -2707.1961 Eh

Atoms and positions in Å:
C -0.060672 0.130501 -0.336109
C 0.036486 -0.324742 1.043839
N -1.001196 0.446094 -1.028130
Br -1.005502 1.013561 -2.780720
H 1.863502 0.296202 -0.711761
H -0.938674 -0.246615 1.541187
H 0.862406 0.172295 1.425384
H 0.243649 -1.487297 0.846311

Atoms 1-2, force components in eV/Å:
3.76 0.89 -0.86
-1.56 -3.76 -1.52

Charges in e, computed with Löwdin, in the same order as the atoms: -0.436 -0.132 -0.454 0.631 0.146 0.085 0.023 0.137

***

Entry 5:
Formula: C2H4N4O2
Source: OMol25
Level of theory: the ωB97M-V functional and the def2-TZVPD basis

Output
E_HOMO: -9.8 eV
ΔE to the lowest compared entry with this formula, charge and spin: 10.58 kcal per mole
Structure (SMILES): Nn1[nH]c(=O)nc1O
DFT total energy: -448.0856 Eh

Atoms and positions in Å:
N -1.649612 -1.411258 0.307014
N -0.674036 -0.649748 -0.426218
N 0.662979 -1.069926 -0.120166
C 1.458989 0.077133 0.083310
O 2.682260 0.081775 0.076316
N 0.531549 1.155356 0.173550
C -0.606835 0.660502 -0.044714
O -1.733888 1.332221 -0.101134
H -2.543779 -1.262345 -0.161199
H -1.715822 -1.125878 1.291262
H 1.020176 -1.799765 -0.688540
H -1.556627 2.279248 -0.013818

Atoms 1-2, force components in eV/Å:
-0.17 -0.14 -0.43
0.35 -1.44 1.24

Charges in e, computed with Löwdin, in the same order as the atoms: 0.078 -0.088 0.124 -0.483 0.062 0.215 -0.507 0.140 0.089 0.097 0.134 0.139

***

Entry 6:
Formula: C6H9Cl
Source: OMol25
Level of theory: the ωB97M-V functional and the def2-TZVPD basis

Output
E_HOMO: -9.2 eV
ΔE to the lowest compared entry with this formula, charge and spin: 10.01 kcal per mole
Structure (SMILES): C=C(C)/C(C)=C\Cl
DFT total energy: -694.1573 Eh

Atoms and positions in Å:
C -0.195110 -1.479043 1.245462
C -0.205836 -0.755699 0.126131
C -0.977180 -1.117146 -1.114086
C 0.457095 0.570279 0.095677
C -0.405585 1.826890 0.166311
C 1.742131 0.746539 0.012608
Cl 2.889040 -0.554975 -0.172428
H -0.545489 -2.534445 1.134465
H 0.263710 -1.260237 2.200924
H -0.281669 -1.317081 -1.927017
H -1.553971 -0.266431 -1.488419
H -1.588980 -1.957462 -0.867706
H -1.105176 1.815768 1.108777
H -0.933929 1.884538 -0.748946
H 0.186582 2.757967 0.338717
H 2.254367 1.640538 -0.110467

Atoms 1-2, force components in eV/Å:
-0.22 -1.86 -0.94
-0.08 0.85 0.78

Charges in e, computed with Löwdin, in the same order as the atoms: 0.051 -0.375 -0.038 -0.373 -0.046 -0.507 0.602 0.079 0.069 0.087 0.080 0.069 0.122 0.051 0.085 0.043